Entry 1:
Formula: C29H43CaCl2F5N3O5Si
Source: the Open Molecules 2025 dataset
Level of theory: the ωB97M-V functional and the def2-TZVPD basis

Results
* LUMO energy: 2.353 eV
* total charge: -1
* HOMO level: -0.1775 Ha

Each line ends with the Löwdin charge.
CARTESIAN COORDINATES (ANGSTROEM)
C1 0.130 -2.378 -3.693  -0.046
C2 -1.185 -1.786 -3.297  -0.228
H1 -0.008 -3.279 -4.306  0.059
H2 0.717 -2.629 -2.793  0.031
H3 0.726 -1.653 -4.277  0.093
C3 -2.378 -2.226 -3.736  -0.131
C4 -2.598 -3.433 -4.581  -0.115
H4 -3.284 -1.663 -3.522  0.097
H5 -1.734 -4.102 -4.583  0.054
H6 -2.835 -3.184 -5.623  0.070
H7 -3.457 -3.992 -4.189  0.063
Ca1 0.322 -0.263 0.916  1.318
Cl1 2.837 -1.676 2.507  0.234
C5 -2.272 1.990 0.640  -0.314
O1 -1.899 1.060 1.371  -0.061
N1 -3.321 2.796 0.886  -0.168
C6 -4.192 2.519 2.012  -0.046
C7 -3.757 3.864 -0.010  -0.051
H8 -1.740 2.228 -0.293  0.122
H9 -3.709 1.796 2.676  0.087
H10 -5.166 2.140 1.665  0.087
H11 -4.407 3.453 2.546  0.084
H12 -3.001 4.053 -0.781  0.093
H13 -3.937 4.783 0.564  0.086
H14 -4.710 3.600 -0.491  0.075
H15 2.718 3.518 5.205  0.085
H16 4.853 2.752 4.338  0.087
C8 2.285 2.547 4.956  -0.027
C9 4.412 1.904 3.808  -0.039
N2 2.962 2.039 3.767  -0.169
H17 1.220 2.648 4.745  0.088
C10 2.315 1.409 2.784  -0.368
O2 1.073 1.260 2.704  -0.115
H18 4.773 1.892 2.776  0.088
H19 2.991 0.988 2.008  0.097
H20 2.434 1.876 5.809  0.093
H21 4.718 0.958 4.280  0.095
H22 -0.941 -3.742 -1.068  0.086
H23 -3.702 -3.246 -1.302  0.081
C11 -1.193 -3.897 -0.009  -0.046
C12 -3.629 -3.550 -0.247  -0.050
N3 -2.368 -3.110 0.333  -0.173
H24 -0.348 -3.586 0.616  0.053
C13 -2.284 -2.161 1.278  -0.306
O3 -1.203 -1.798 1.791  -0.159
H25 -4.467 -3.112 0.306  0.089
H26 -3.258 -1.740 1.587  0.147
H27 -1.412 -4.964 0.151  0.091
H28 -3.691 -4.645 -0.211  0.087
O4 -0.603 -1.051 -1.096  -0.365
C14 -1.082 -0.643 -2.285  -0.461
C15 -3.443 -0.252 -1.376  -0.051
C16 -2.408 0.156 -2.204  -0.182
H29 -3.240 -1.068 -0.671  0.083
C17 -4.701 0.359 -1.480  -0.086
H30 -0.391 0.077 -2.762  0.128
C18 -2.574 1.261 -3.038  -0.037
H31 -5.516 -0.010 -0.863  0.095
C19 -4.875 1.432 -2.352  -0.136
C20 -3.813 1.887 -3.128  -0.104
H32 -1.701 1.577 -3.631  0.122
H33 -5.849 1.931 -2.399  0.094
H34 -3.933 2.746 -3.797  0.099
Si1 3.808 -2.578 0.751  -0.186
Cl2 1.997 -2.532 -0.425  0.339
C21 4.092 -4.178 1.897  -0.289
C22 4.873 -0.993 0.401  -0.259
C23 5.210 -3.466 -0.312  -0.305
H35 3.175 -4.651 2.280  0.005
H36 4.681 -3.874 2.771  0.002
H37 4.663 -4.987 1.403  -0.001
H38 5.013 -4.540 -0.408  -0.006
H39 6.136 -3.358 0.270  0.029
H40 5.353 -3.030 -1.302  0.002
H41 4.334 -0.044 0.279  -0.012
H42 5.478 -1.146 -0.507  0.014
H43 5.573 -0.868 1.236  0.020
F1 3.915 5.750 1.075  0.074
C24 3.065 4.808 0.624  -0.171
C25 3.564 3.645 0.037  -0.159
F2 4.896 3.459 -0.077  0.089
C26 2.693 2.663 -0.389  -0.147
F3 3.168 1.531 -0.972  0.074
C27 1.289 2.732 -0.143  -0.337
O5 0.540 1.722 -0.313  -0.170
C28 0.825 3.985 0.362  -0.127
F4 -0.506 4.160 0.523  0.080
C29 1.691 4.988 0.748  -0.154
F5 1.204 6.137 1.262  0.088

Entry 2:
Formula: C8H11N2S
Source: the Open Molecules 2025 dataset
Level of theory: the ωB97M-V functional and the def2-TZVPD basis

Results
* LUMO energy (spin up / spin down): -5.497 / -5.497 eV
* total charge: +1
* HOMO level (spin up / spin down): -0.4024 / -0.4024 Ha

Each line ends with the Löwdin charge.
CARTESIAN COORDINATES (ANGSTROEM)
C1 3.480 -0.515 -0.913  0.031
C2 2.416 -1.291 -0.443  -0.060
C3 3.369 0.851 -0.611  -0.063
C4 1.442 -0.759 0.279  -0.035
C5 2.528 1.417 0.269  0.042
C6 1.415 0.595 0.795  -0.318
C7 -3.559 -0.500 0.043  -0.271
C8 0.455 0.946 1.679  0.080
N1 -4.722 -0.978 -0.298  0.116
N2 -2.978 0.420 -0.707  -0.406
S1 -1.496 1.317 -0.382  0.536
H1 4.202 -0.904 -1.572  0.114
H2 2.260 -2.338 -0.832  0.145
H3 4.221 1.328 -1.065  0.118
H4 0.582 -1.260 0.631  0.103
H5 2.540 2.448 0.627  0.132
H6 -3.054 -0.973 0.836  0.131
H7 -0.116 0.120 2.074  0.076
H8 0.567 1.943 2.098  0.104
H9 -5.076 -1.717 0.387  0.163
H10 -5.131 -0.744 -1.279  0.187
H11 -3.347 0.594 -1.615  0.075

| no. | DFT total energy (hartree) |
| --- | --- |
| 1 | -4058.3733 |
| 2 | -818.7745 |